[1]
{
  "formula": "C12H21N7O3",
  "method": "ωB97M-V with the def2-TZVPD basis set",
  "total_charge": 0,
  "smiles": "[H]/N=C(/N)NCCC[C@H](NC(=O)[C@@H](N)Cc1c[nH]cn1)C(=O)O",
  "homo_ev": -8.358,
  "e_lumo_ev": 0.5,
  "symbols": ["H", "N", "C", "N", "N", "C", "C", "C", "C", "N", "C", "O", "C", "N", "C", "C", "C", "N", "C", "N", "C", "O", "O", "H", "H", "H", "H", "H", "H", "H", "H", "H", "H", "H", "H", "H", "H", "H", "H", "H", "H", "H", "H"],
  "positions_angstrom": [[-3.351, 4.802, 2.140], [-3.182, 4.542, 3.071], [-2.281, 3.622, 3.099], [-2.157, 2.780, 4.267], [-1.196, 3.446, 2.354], [0.105, 3.179, 2.809], [0.067, 1.512, 2.814], [1.222, 0.916, 1.939], [0.600, -0.373, 1.338], [-0.657, -0.263, 0.464], [-0.778, -0.625, -0.841], [-1.941, -0.926, -1.189], [0.373, -0.817, -1.705], [1.030, -2.027, -1.312], [0.033, -0.596, -3.186], [0.814, -1.541, -4.015], [0.308, -2.192, -5.085], [1.362, -2.658, -5.827], [2.512, -2.283, -5.207], [2.213, -1.707, -4.112], [0.464, -1.338, 2.410], [-0.532, -1.457, 3.050], [1.655, -1.994, 2.918], [-2.686, 3.063, 5.056], [-1.292, 2.529, 4.379], [-1.265, 3.931, 1.493], [0.376, 3.745, 3.723], [0.823, 3.641, 2.016], [-0.928, 1.207, 2.339], [0.092, 1.109, 3.862], [2.109, 0.624, 2.610], [1.452, 1.586, 1.086], [1.281, -0.843, 0.703], [-1.526, -0.158, 0.956], [1.161, -0.025, -1.546], [0.441, -2.689, -1.565], [1.817, -2.207, -1.859], [-1.023, -0.810, -3.383], [0.158, 0.358, -3.500], [-0.652, -2.383, -5.490], [1.318, -3.117, -6.684], [3.510, -2.707, -5.276], [2.206, -2.203, 2.161]],
  "forces_ev_per_angstrom": [[-0.017, 1.256, -1.595], [-0.421, -2.135, 0.658], [-0.469, 0.175, 5.044], [-5.770, 2.738, -3.001], [-0.793, 1.600, -3.056], [1.423, -1.908, -1.148], [1.164, 1.278, 0.199], [-1.107, -0.424, 0.928], [-0.252, 0.547, -2.368], [2.582, 0.781, 2.030], [-4.031, -1.013, 1.617], [1.773, 0.765, -0.437], [2.963, 2.977, -0.894], [1.360, 2.571, 2.077], [-0.847, -4.086, 1.138], [1.135, -0.309, -1.964], [0.306, -0.434, -1.038], [0.702, 0.261, 0.448], [-0.231, -1.579, 0.536], [-0.692, 2.656, 2.899], [0.306, -1.478, 3.186], [-0.353, -0.383, 0.077], [-1.989, 1.067, -1.256], [-0.312, 0.246, 0.506], [5.548, -1.980, 1.572], [0.160, 0.535, -0.630], [-0.284, -0.809, -0.028], [-1.058, -1.330, 1.231], [1.489, 0.804, 0.979], [0.089, 0.241, -1.016], [-1.065, 0.622, -1.405], [0.229, -0.316, 0.692], [1.413, -0.332, -1.472], [-0.244, -0.341, -0.006], [-0.890, -0.385, 0.456], [-3.482, -4.517, -0.958], [1.807, 0.142, -1.043], [0.066, -0.161, 0.234], [0.786, 3.125, -0.682], [-0.880, 0.205, 0.122], [-0.280, -0.825, -1.366], [-0.248, 0.155, -1.047], [0.413, 0.002, -0.219]],
  "nbo_charge": [0.33, -0.79, 0.60, -0.81, -0.65, -0.23, -0.43, -0.41, -0.18, -0.61, 0.67, -0.62, -0.15, -0.80, -0.43, 0.07, -0.07, -0.52, 0.16, -0.49, 0.78, -0.53, -0.71, 0.39, 0.35, 0.39, 0.20, 0.21, 0.23, 0.22, 0.24, 0.22, 0.24, 0.42, 0.20, 0.35, 0.38, 0.25, 0.22, 0.21, 0.41, 0.21, 0.48]
}


[2]
{
  "formula": "C12H22AlBiClN2O3",
  "method": "ωB97M-V with the def2-TZVPD basis set",
  "total_charge": -1,
  "homo_ev": -2.720,
  "e_lumo_ev": 2.8,
  "symbols": ["Bi", "Cl", "C", "C", "H", "H", "H", "H", "H", "H", "Al", "C", "C", "H", "H", "H", "H", "H", "C", "C", "C", "C", "C", "C", "O", "N", "C", "O", "N", "C", "O", "H", "H", "H", "H", "H", "H", "H", "H", "H", "H", "H"],
  "positions_angstrom": [[-0.584, 0.427, -4.462], [0.384, -1.693, -2.977], [1.661, 0.733, -4.566], [-1.332, -1.413, -5.583], [1.959, 1.200, -5.514], [1.924, 1.384, -3.718], [2.133, -0.244, -4.438], [-1.497, -1.208, -6.646], [-2.275, -1.689, -5.090], [-0.598, -2.209, -5.444], [-0.914, -0.481, -1.134], [-2.472, -1.577, -0.725], [-1.294, 1.112, -2.093], [-3.324, -1.267, -1.345], [-2.282, -2.640, -0.929], [-2.816, -1.515, 0.317], [-2.362, 1.345, -2.244], [-0.780, 2.071, -1.970], [-1.532, -0.019, 3.369], [-0.308, 0.887, 3.390], [0.850, 0.386, 2.492], [2.068, 1.355, 2.526], [1.737, 2.827, 2.358], [1.331, -1.004, 2.981], [1.731, -1.192, 4.125], [1.316, -2.055, 2.079], [0.614, -2.119, 0.862], [0.379, -3.166, 0.284], [0.241, -0.875, 0.382], [0.304, 0.289, 1.069], [-0.171, 1.290, 0.466], [-2.068, 0.053, 2.411], [-2.224, 0.301, 4.158], [-1.264, -1.068, 3.560], [-0.595, 1.889, 3.041], [0.071, 1.000, 4.418], [2.600, 1.206, 3.477], [2.755, 1.034, 1.731], [1.197, 3.215, 3.229], [2.668, 3.395, 2.265], [1.133, 2.991, 1.460], [1.635, -2.955, 2.428]],
  "forces_ev_per_angstrom": [[-1.444, 3.148, -0.607], [-0.112, -0.421, 1.637], [0.378, -0.495, 0.279], [0.274, -0.811, 0.396], [-0.210, -0.060, 0.198], [-0.066, -0.196, -0.273], [0.194, 0.263, -0.049], [0.031, 0.228, 0.245], [0.231, -0.022, -0.184], [-0.268, -0.118, -0.164], [0.106, -0.514, -0.514], [-0.483, -0.465, -0.070], [0.148, -0.275, -1.458], [0.063, -0.067, 0.017], [-0.028, 0.175, 0.046], [0.121, 0.056, -0.043], [0.235, -0.268, -0.103], [0.179, -0.308, -0.136], [-0.205, 0.034, 0.090], [0.259, 0.187, 0.160], [-0.149, -0.403, -0.126], [0.197, -0.454, 0.057], [-0.064, 0.190, -0.129], [0.169, -0.046, 0.662], [-0.271, 0.321, -0.972], [-0.013, -0.335, 0.260], [-0.318, 0.458, -0.711], [0.521, 0.920, 0.950], [0.172, -0.389, -0.024], [-0.620, 1.382, -1.085], [1.057, -1.408, 1.919], [0.208, -0.131, 0.219], [0.072, -0.160, -0.189], [-0.125, 0.196, -0.057], [0.121, -0.323, 0.019], [-0.009, -0.140, -0.299], [-0.216, -0.103, -0.177], [-0.043, 0.095, 0.105], [0.065, -0.024, -0.159], [-0.105, -0.030, 0.018], [0.093, 0.026, 0.196], [-0.146, 0.288, 0.058]],
  "nbo_charge": [0.97, -0.63, -1.01, -1.01, 0.20, 0.21, 0.22, 0.20, 0.21, 0.22, 1.80, -1.32, -1.38, 0.22, 0.24, 0.21, 0.21, 0.21, -0.62, -0.38, -0.24, -0.37, -0.62, 0.72, -0.61, -0.66, 0.81, -0.58, -0.84, 0.69, -0.64, 0.22, 0.21, 0.20, 0.23, 0.21, 0.22, 0.21, 0.20, 0.21, 0.25, 0.42]
}


[3]
{
  "formula": "C12H22BF8NO12S2Zr",
  "method": "ωB97M-V with the def2-TZVPD basis set",
  "total_charge": -2,
  "homo_ev": 0.575,
  "e_lumo_ev": 4.0,
  "symbols": ["Zr", "N", "S", "O", "O", "F", "S", "O", "O", "F", "B", "H", "H", "H", "H", "O", "C", "C", "O", "H", "H", "H", "H", "O", "C", "C", "O", "H", "H", "H", "H", "C", "C", "O", "C", "O", "C", "F", "F", "F", "H", "H", "H", "H", "H", "C", "C", "O", "C", "O", "C", "F", "F", "F", "H", "H", "H", "H", "H"],
  "positions_angstrom": [[-0.963, 0.241, 0.442], [-1.564, 2.051, -0.314], [-2.916, 2.912, -0.532], [-3.502, 2.920, -1.822], [-3.094, 4.056, 0.323], [-3.843, 1.862, 0.248], [-0.743, 3.112, -1.525], [-0.706, 4.539, -1.279], [-0.847, 2.582, -2.837], [0.770, 2.772, -1.100], [-2.017, 0.286, 2.435], [-1.041, -0.273, 2.400], [-2.453, 0.118, 3.483], [-1.796, 1.349, 2.147], [-2.611, -0.111, 1.569], [0.840, -0.015, -0.710], [1.744, -0.502, -1.681], [2.385, 0.457, -2.722], [1.620, 1.233, -3.523], [1.243, -1.354, -2.169], [2.550, -1.050, -1.156], [3.084, -0.142, -3.343], [3.084, 1.130, -2.167], [-2.111, -0.139, -3.945], [-2.733, -1.211, -3.388], [-3.175, -1.231, -1.892], [-2.409, -0.813, -0.795], [-2.023, -2.067, -3.448], [-3.601, -1.457, -4.026], [-3.573, -2.246, -1.711], [-4.094, -0.623, -1.811], [4.067, 0.910, 1.189], [3.096, 1.980, 0.709], [2.443, 2.678, 1.764], [1.196, 2.425, 2.036], [0.615, 1.452, 1.659], [0.458, 3.578, 2.773], [0.124, 4.520, 1.920], [-0.595, 3.104, 3.400], [1.258, 4.117, 3.707], [3.614, 0.227, 1.907], [4.941, 1.299, 1.724], [4.457, 0.418, 0.299], [2.459, 1.434, 0.002], [3.557, 2.674, 0.006], [2.207, -3.497, 0.094], [0.779, -3.803, -0.392], [-0.122, -4.134, 0.655], [-0.720, -3.148, 1.282], [-0.542, -1.997, 1.029], [-1.729, -3.600, 2.330], [-2.888, -3.015, 2.088], [-1.922, -4.915, 2.341], [-1.298, -3.215, 3.539], [2.324, -2.510, 0.540], [3.016, -3.659, -0.614], [2.461, -4.162, 0.932], [0.741, -4.627, -1.099], [0.498, -2.918, -0.967]],
  "forces_ev_per_angstrom": [[1.043, -4.354, -5.824], [0.429, 5.604, -3.164], [-5.290, -1.105, 3.401], [0.977, 0.328, -0.330], [1.118, -0.278, -0.648], [0.186, -0.231, -0.058], [5.251, -0.851, -2.638], [-1.410, -1.319, 0.572], [-0.796, 0.569, 1.493], [-0.956, -0.179, 0.646], [-1.151, -0.054, 2.188], [2.376, -1.167, 0.309], [-0.739, -0.029, 1.076], [0.428, 2.408, -0.403], [-1.941, -1.279, -1.459], [-2.249, 0.823, 1.948], [-0.423, -1.396, -0.096], [-0.960, 1.991, -1.151], [0.329, -0.930, 0.896], [-0.260, 0.404, -0.645], [0.431, 0.504, 0.175], [0.274, -0.951, 0.260], [0.553, 0.023, 0.884], [-0.961, -0.324, 1.129], [2.609, 1.394, -0.805], [-2.172, 0.719, -0.077], [3.386, 1.406, 2.033], [0.080, -0.896, 0.008], [-0.876, -0.670, 0.553], [0.378, -0.306, 0.146], [-0.009, 0.245, -0.231], [0.602, 0.807, 0.644], [0.795, -1.942, -1.819], [-0.153, 1.197, 0.656], [0.453, 0.468, -0.837], [-0.554, -0.659, 0.041], [0.984, -0.525, 0.361], [-0.266, 0.189, -0.301], [-0.614, -0.054, 0.023], [0.326, 0.226, 0.160], [-0.301, -0.281, -0.401], [-0.041, 0.309, -0.076], [-0.258, -0.315, 0.061], [-0.934, 0.301, 0.710], [0.206, 0.547, 0.688], [0.030, -0.834, 1.565], [1.711, 1.068, -1.598], [-0.494, -0.377, 0.850], [0.554, -0.467, -1.189], [0.204, 0.452, 0.282], [-0.281, 0.249, 0.094], [-0.236, 0.122, 0.037], [0.127, -0.313, 0.115], [0.047, -0.119, 0.153], [-0.314, 0.219, -0.435], [-0.438, 0.166, -0.487], [-0.134, -0.259, -0.081], [0.057, -0.247, 0.297], [-0.734, -0.027, 0.298]],
  "nbo_charge": [2.06, -1.18, 2.45, -0.83, -0.91, -0.51, 2.36, -0.88, -0.72, -0.49, -0.66, -0.01, 0.04, 0.04, 0.03, -0.86, -0.07, -0.03, -0.90, 0.14, 0.10, 0.08, 0.04, -0.90, -0.05, -0.08, -0.83, 0.05, 0.09, 0.11, 0.13, -0.63, -0.13, -0.46, 0.78, -0.59, 0.91, -0.28, -0.29, -0.33, 0.20, 0.19, 0.24, 0.28, 0.21, -0.64, -0.11, -0.45, 0.76, -0.56, 0.90, -0.28, -0.31, -0.31, 0.23, 0.23, 0.19, 0.20, 0.25]
}


[4]
{
  "formula": "C12H22Cl8MgO4",
  "method": "ωB97M-V with the def2-TZVPD basis set",
  "s_squared": 0.755,
  "spin_multiplicity": 2,
  "total_charge": 1,
  "homo_ev": [-12.260, -12.260],
  "e_lumo_ev": [-5.3, -8.5],
  "symbols": ["Mg", "C", "C", "O", "O", "H", "H", "H", "C", "C", "O", "O", "H", "H", "H", "Cl", "C", "C", "Cl", "H", "H", "H", "H", "Cl", "C", "C", "Cl", "H", "H", "H", "H", "Cl", "C", "C", "Cl", "H", "H", "H", "H", "Cl", "C", "C", "Cl", "H", "H", "H", "H"],
  "positions_angstrom": [[0.835, -0.278, 3.499], [0.146, 1.597, 0.161], [0.357, 0.766, 1.433], [-0.399, 0.784, 2.424], [1.291, 0.009, 1.595], [0.990, 1.466, -0.517], [0.140, 2.665, 0.378], [-0.758, 1.329, -0.386], [0.578, -4.609, 3.218], [0.652, -3.325, 3.997], [0.351, -3.334, 5.207], [1.070, -2.244, 3.525], [1.587, -5.019, 3.188], [0.304, -4.401, 2.184], [-0.214, -5.256, 3.594], [0.679, -0.988, -6.182], [0.544, -0.879, -4.416], [0.373, 0.496, -3.896], [-1.134, 1.287, -4.448], [1.448, -1.361, -4.044], [-0.252, -1.506, -4.014], [1.174, 1.148, -4.246], [0.291, 0.490, -2.809], [-2.895, 0.073, -1.775], [-3.168, -1.032, -0.416], [-2.638, -2.426, -0.701], [-0.886, -2.395, -0.701], [-4.251, -1.023, -0.287], [-2.722, -0.560, 0.459], [-2.839, -2.609, -1.757], [-3.046, -3.167, -0.013], [-4.912, 2.490, 3.384], [-3.177, 2.941, 3.040], [-2.886, 3.124, 1.542], [-3.964, 4.381, 0.950], [-2.564, 2.142, 3.457], [-2.973, 3.847, 3.611], [-3.057, 2.217, 0.961], [-1.890, 3.479, 1.278], [2.970, -0.012, -1.974], [4.111, 1.150, -1.121], [5.394, 1.240, -1.928], [6.499, 2.646, -1.460], [4.116, 0.973, -0.046], [3.612, 2.113, -1.228], [5.179, 1.254, -2.997], [5.932, 0.316, -1.720]],
  "forces_ev_per_angstrom": [[-0.135, -0.535, -1.158], [0.576, -0.251, 0.289], [-1.205, 1.396, -1.749], [-3.574, 1.798, 2.387], [4.967, -2.209, -0.999], [0.001, -0.374, 0.150], [-0.318, -0.072, 0.336], [-0.149, -0.056, 0.280], [-0.458, 0.498, -0.192], [0.634, -0.417, -1.864], [-0.520, -0.110, 1.412], [-0.249, 0.461, 0.350], [-0.123, -0.355, 0.317], [0.068, 0.472, -0.036], [0.500, -0.275, 0.352], [-0.250, 0.057, 0.035], [0.006, -1.227, 0.347], [0.056, 1.052, -0.074], [-0.137, -0.087, -0.153], [0.196, 0.422, 0.149], [-0.314, -0.062, -0.575], [0.018, -0.042, 0.289], [0.271, -0.081, -0.098], [0.310, 0.140, -0.232], [-0.544, 0.233, 0.349], [-0.566, 1.010, -0.817], [1.137, -0.198, 0.549], [0.051, -0.324, 0.123], [0.064, -0.237, 0.067], [-0.596, -0.567, 0.300], [0.193, -0.009, -0.190], [0.917, 0.103, -0.284], [0.207, -0.325, -0.048], [-0.464, -0.076, 0.411], [-0.390, 0.493, -0.581], [-0.075, -0.042, -0.139], [-0.150, 0.027, -0.237], [-0.182, -0.040, 0.174], [0.116, -0.151, 0.681], [0.805, 0.278, 0.715], [-1.146, 1.520, -0.843], [0.747, -0.854, 0.757], [-1.151, -1.072, -0.275], [0.534, -0.612, -0.295], [-0.175, 0.010, 0.007], [0.045, 0.457, 0.202], [0.451, 0.234, -0.191]],
  "nbo_charge": [1.82, -0.74, 0.81, -0.90, -0.82, 0.25, 0.25, 0.27, -0.73, 0.79, -0.09, -0.77, 0.29, 0.29, 0.27, -0.04, -0.41, -0.39, -0.06, 0.23, 0.22, 0.23, 0.22, -0.04, -0.40, -0.41, -0.07, 0.24, 0.21, 0.24, 0.23, -0.07, -0.37, -0.41, -0.03, 0.21, 0.22, 0.22, 0.22, -0.10, -0.36, -0.37, -0.06, 0.23, 0.21, 0.24, 0.22]
}